[1]
{
  "formula": "C2H2Cl2F2O4S2",
  "method": "the ωB97M-V functional and the def2-TZVPD basis",
  "homo_lumo_gap_ha": [0.360, 0.192],
  "multiplicity": 3,
  "lumo_ev": [0.454, -5.473],
  "total_energy_ha": -2294.6573,
  "largest_force_ev_per_a": 5.01,
  "homo_ev": [-9.350, -10.697],
  "species": ["C", "C", "O", "O", "O", "O", "F", "F", "S", "S", "Cl", "Cl", "H", "H"],
  "positions_angstrom": [[-3.284, -0.135, 0.067], [3.041, 0.527, 0.491], [-1.099, 0.993, 0.067], [-1.762, 0.230, -2.153], [4.351, -1.568, 0.543], [-0.809, -1.275, -0.512], [-4.274, -0.800, -0.522], [-2.972, -0.670, 1.232], [-1.593, -0.133, -0.759], [4.527, -0.286, -0.115], [2.918, 2.208, 0.844], [1.817, 0.066, -0.781], [-3.669, 0.905, 0.219], [2.806, -0.062, 1.378]],
  "forces_ev_per_a": [[-1.5374, 2.0917, 1.2048], [-1.4634, -0.6665, -0.4622], [0.0449, 2.2413, 1.8772], [-0.6758, -0.1745, 1.1580], [0.1740, -2.0616, 0.7270], [-0.2056, -1.9298, 0.7147], [1.0004, -0.5457, -0.4632], [-0.2968, -0.7293, 0.8234], [0.8419, -0.4466, -4.9213], [0.9250, 1.9037, -0.5982], [0.4897, 0.5548, 0.0042], [0.0478, 0.2565, 0.3554], [0.7650, -0.6256, -0.3617], [-0.1097, 0.1317, -0.0582]]
}

[2]
{
  "formula": "C2H2Cl2N2S",
  "method": "the ωB97M-V functional and the def2-TZVPD basis",
  "homo_lumo_gap_ha": [0.307, 0.307],
  "lumo_ev": [-0.881, -0.880],
  "de_lowest_kj_mol": 416.3,
  "smiles": "[S-]/[NH+]=N\\Cl.C#CCl",
  "total_energy_ha": -1505.2840,
  "largest_force_ev_per_a": 4.13,
  "homo_ev": [-9.233, -9.234],
  "species": ["S", "N", "N", "Cl", "H", "C", "C", "Cl", "H"],
  "positions_angstrom": [[-2.409, 2.116, 1.126], [-1.690, 0.658, 0.772], [-0.627, 0.369, 0.151], [0.302, 1.716, -0.409], [-2.111, -0.085, 1.284], [1.434, -1.479, -1.401], [1.472, -1.020, -0.248], [2.276, -0.618, 1.177], [1.352, -1.657, -2.452]],
  "forces_ev_per_a": [[0.1092, -0.3478, -0.1779], [0.7430, 2.7180, -0.0803], [-0.1996, -0.0331, 0.2849], [-1.1123, -0.3042, 0.2592], [-0.2067, -1.3556, -0.1240], [-0.0030, 1.6710, 3.3074], [1.8705, -2.0131, -3.0890], [-0.9606, -0.1831, -0.5962], [-0.2404, -0.1520, 0.2161]]
}

[3]
{
  "formula": "C2H2Cl2N2S3",
  "method": "the ωB97M-V functional and the def2-TZVPD basis",
  "homo_lumo_gap_ha": [0.281, 0.281],
  "lumo_ev": [-0.860, -0.861],
  "de_lowest_kj_mol": 177.7,
  "total_energy_ha": -2301.6974,
  "largest_force_ev_per_a": 3.24,
  "homo_ev": [-8.519, -8.519],
  "species": ["C", "C", "N", "N", "S", "S", "S", "Cl", "Cl", "H", "H"],
  "positions_angstrom": [[-2.050, 0.061, 0.824], [-0.392, -0.197, -1.166], [0.685, -0.270, -0.483], [1.256, 0.449, 0.286], [-3.138, -0.939, 0.284], [-1.252, 1.198, 1.596], [2.889, 0.593, 0.685], [-1.026, 1.255, -1.808], [1.289, -2.137, -0.483], [-0.660, -1.078, -1.569], [2.400, 1.067, 1.835]],
  "forces_ev_per_a": [[-0.6908, 1.0294, 1.5124], [0.6615, 2.3508, -0.2702], [0.8730, -0.6437, -0.4377], [0.0760, 2.1970, 1.1500], [0.8519, 0.4032, 0.1681], [-0.8668, -1.4975, -0.8497], [-0.7866, -0.3442, -0.2158], [0.3442, -0.0333, -0.0057], [0.2405, -1.0424, -0.0991], [-1.4841, -2.5775, -1.2901], [0.7812, 0.1580, 0.3378]]
}

[4]
{
  "formula": "C2H2Cl2O",
  "method": "the ωB97M-V functional and the def2-TZVPD basis",
  "homo_lumo_gap_ha": 0.425,
  "lumo_ev": 0.894,
  "de_lowest_kj_mol": 136.6,
  "smiles": "Cl[C@@H]1O[C@H]1Cl",
  "total_energy_ha": -1072.9725,
  "largest_force_ev_per_a": 2.74,
  "homo_ev": -10.675,
  "species": ["Cl", "C", "O", "C", "Cl", "H", "H"],
  "positions_angstrom": [[2.166, -0.455, 0.279], [0.475, -0.400, 0.364], [-0.412, -1.059, -0.537], [-0.442, 0.356, -0.505], [-1.835, 1.036, 0.427], [0.141, -0.220, 1.368], [-0.093, 0.741, -1.395]],
  "forces_ev_per_a": [[0.9100, -0.3076, -0.6053], [-1.7850, 1.3601, -0.1818], [0.4712, 0.1099, 0.9010], [-0.3267, -1.6575, 2.1545], [0.7109, -0.0483, -1.1954], [-0.0272, -1.0391, 0.6144], [0.0468, 1.5824, -1.6873]]
}

[5]
{
  "formula": "C2H2Cl2O2",
  "method": "the ωB97M-V functional and the def2-TZVPD basis",
  "homo_lumo_gap_ha": 0.424,
  "lumo_ev": 0.712,
  "de_lowest_kj_mol": 145.7,
  "total_energy_ha": -1148.2508,
  "largest_force_ev_per_a": 4.55,
  "homo_ev": -10.835,
  "species": ["C", "C", "O", "O", "Cl", "Cl", "H", "H"],
  "positions_angstrom": [[0.556, -2.156, 0.568], [-0.340, 1.058, -0.284], [1.662, -2.251, 0.673], [-1.507, 0.583, -0.195], [0.653, 0.754, 1.181], [0.697, 0.182, -1.657], [-1.404, -0.277, 0.197], [-0.317, 2.108, -0.483]],
  "forces_ev_per_a": [[-1.1129, -0.0720, -0.1248], [4.4589, 0.5069, -0.7408], [1.1140, -0.3016, 0.1082], [-3.2247, -0.7291, 0.0435], [-0.0443, 0.5936, 0.3476], [-0.7556, 0.8014, 0.4539], [-0.5361, -1.2270, 0.3135], [0.1008, 0.4278, -0.4012]]
}

[6]
{
  "formula": "C2H2Cl2O2",
  "method": "the ωB97M-V functional and the def2-TZVPD basis",
  "homo_lumo_gap_ha": 0.415,
  "lumo_ev": 0.668,
  "de_lowest_kj_mol": 194.8,
  "total_energy_ha": -1148.2321,
  "largest_force_ev_per_a": 4.12,
  "homo_ev": -10.611,
  "species": ["C", "C", "O", "O", "Cl", "Cl", "H", "H"],
  "positions_angstrom": [[1.583, 0.240, -0.888], [-0.905, -0.204, 0.385], [2.671, 0.121, -0.610], [-0.893, 1.030, -0.129], [-1.236, -1.600, -0.590], [0.669, -0.507, 1.366], [-0.283, 1.218, -0.884], [-1.605, -0.299, 1.348]],
  "forces_ev_per_a": [[1.4858, 0.1353, -0.6381], [-0.6292, 0.0176, 4.0747], [-0.2254, 0.1242, -0.5614], [-0.7472, 0.5012, -0.6361], [0.0044, -0.1398, -0.8354], [-0.4841, -0.3775, 0.4521], [-0.4479, -1.0226, 0.8513], [1.0435, 0.7616, -2.7072]]
}

[7]
{
  "formula": "C2H2Cl2O2S",
  "method": "the ωB97M-V functional and the def2-TZVPD basis",
  "homo_lumo_gap_ha": 0.342,
  "lumo_ev": -0.964,
  "de_lowest_kj_mol": 221.5,
  "smiles": "O=S(=O)=CC(Cl)Cl",
  "total_energy_ha": -1546.3695,
  "largest_force_ev_per_a": 3.95,
  "homo_ev": -10.265,
  "species": ["O", "S", "O", "C", "C", "Cl", "Cl", "H", "H"],
  "positions_angstrom": [[-1.318, 1.180, 2.094], [-0.273, 0.530, 1.389], [0.970, 0.375, 1.986], [-0.437, 0.475, -0.243], [0.470, -0.550, -0.881], [-0.090, -2.189, -1.013], [0.802, 0.106, -2.463], [-1.490, 0.773, -0.543], [1.366, -0.699, -0.326]],
  "forces_ev_per_a": [[-0.6790, 0.1116, 0.3893], [-2.6119, 1.7880, -2.3577], [2.9322, -1.1211, 1.1607], [-1.0086, -1.1264, 1.6502], [-0.5994, 1.3368, -0.1035], [-0.9535, -1.0634, -0.0871], [0.5407, 0.1963, -1.0023], [1.5924, -0.7366, 0.0391], [0.7872, 0.6148, 0.3114]]
}

[8]
{
  "formula": "C2H2Cl2O2S",
  "method": "the ωB97M-V functional and the def2-TZVPD basis",
  "homo_lumo_gap_ha": 0.306,
  "lumo_ev": -0.243,
  "de_lowest_kj_mol": 469.4,
  "total_energy_ha": -1546.2751,
  "largest_force_ev_per_a": 4.59,
  "homo_ev": -8.570,
  "species": ["C", "C", "O", "O", "S", "Cl", "Cl", "H", "H"],
  "positions_angstrom": [[2.092, 0.282, 0.181], [-1.183, -1.254, -0.521], [-2.097, -0.362, -1.287], [1.130, 0.708, 0.843], [-1.070, 0.640, -0.670], [-1.971, -1.948, 0.848], [-2.016, 1.439, 0.939], [3.077, 0.605, 0.456], [2.038, -0.110, -0.789]],
  "forces_ev_per_a": [[-2.1975, 3.2068, 2.4464], [0.7533, -0.2606, -1.2039], [-1.2026, -1.0703, -0.5213], [2.2775, -1.4519, -1.4040], [0.4311, 0.8589, 1.2615], [-0.4058, 0.4206, 0.4891], [0.1101, -0.0707, -0.2247], [0.9853, -0.2891, 0.6940], [-0.7516, -1.3436, -1.5370]]
}

[9]
{
  "formula": "C2H2Cl2O2S",
  "method": "the ωB97M-V functional and the def2-TZVPD basis",
  "homo_lumo_gap_ha": [0.303, 0.303],
  "lumo_ev": [-0.717, -0.718],
  "de_lowest_kj_mol": 467.5,
  "total_energy_ha": -1546.2758,
  "largest_force_ev_per_a": 5.10,
  "homo_ev": [-8.972, -8.964],
  "species": ["C", "C", "O", "O", "S", "Cl", "Cl", "H", "H"],
  "positions_angstrom": [[-0.211, 1.185, -0.419], [-0.084, -0.999, 0.482], [1.156, 3.181, -0.873], [-0.480, -1.882, -0.422], [1.211, 1.902, -0.254], [1.723, -1.077, 0.751], [-1.131, -0.661, 1.830], [-1.103, 0.979, -0.926], [-1.081, -2.629, -0.169]],
  "forces_ev_per_a": [[2.4275, -4.0377, 1.9475], [1.0004, 3.5033, -1.2412], [0.9068, 3.2767, -1.2264], [-0.4759, -0.6966, -0.2485], [-2.3443, -2.5777, 0.5599], [-1.3857, -0.4736, 0.4405], [0.3888, -0.7449, 0.1279], [-1.1400, 0.6022, -0.7111], [0.6224, 1.1483, 0.3514]]
}

[10]
{
  "formula": "C2H2Cl3NO",
  "method": "the ωB97M-V functional and the def2-TZVPD basis",
  "homo_lumo_gap_ha": 0.352,
  "lumo_ev": -0.764,
  "de_lowest_kj_mol": 341.0,
  "smiles": "C=C(Cl)Cl.O=NCl",
  "total_energy_ha": -1587.8436,
  "largest_force_ev_per_a": 5.72,
  "homo_ev": -10.338,
  "species": ["C", "C", "Cl", "Cl", "H", "H", "O", "N", "Cl"],
  "positions_angstrom": [[-1.217, -0.127, 0.015], [-0.376, -1.063, 0.081], [-0.046, -2.092, 1.518], [0.748, -1.470, -1.195], [-1.858, 0.223, 0.793], [-1.221, 0.321, -1.033], [1.499, 0.945, -1.135], [0.984, 1.650, -0.378], [1.488, 1.616, 1.334]],
  "forces_ev_per_a": [[-2.0810, 3.1192, -2.7488], [3.5975, -4.2355, 1.3576], [-0.4607, 0.9310, -0.8767], [-0.8834, -0.7422, 0.2361], [-0.2506, 0.0033, 0.2797], [-0.4819, -0.1704, 1.7097], [0.7192, 1.1478, 1.0986], [-1.0186, 0.3204, -2.2063], [0.8595, -0.3736, 1.1500]]
}

Which formula does entry 6 have?
C2H2Cl2O2

Which formula does entry 5 have?
C2H2Cl2O2

What is the formula in the second record?
C2H2Cl2N2S

Which formula does entry 5 have?
C2H2Cl2O2